(1)
ORCA calculation (wB97M-V/def2-TZVPD) on a cluster of 11 separate species, C22H44Cl22 in total at a distorted geometry.

## Properties
multiplicity	1
F_max	2.04	eV Å⁻¹
SMILES	ClCCCl.ClCCCl.ClCCCl.ClCCCl.ClCCCl.ClCCCl.ClCCCl.ClCCCl.ClCCCl.ClCCCl.ClCCCl
energy above the lowest of the compared OMol25 structures with the same formula, charge and spin	1.836	eV
net charge	0
HOMO energy	-10.23	eV

Structure (XYZ):
```
88
Properties=species:S:1:pos:R:3:forces:R:3
Cl 6.399950 17.630500 -21.569020 -1.1302 0.7438 -0.6052
C 7.558900 16.671070 -20.734250 1.8075 0.4312 0.2886
C 7.315630 16.665060 -19.248560 -1.3076 -0.2851 -0.3174
Cl 8.611630 15.708100 -18.574440 0.4245 -0.5505 0.7097
H 8.529690 17.144080 -20.882360 0.0995 0.0311 -0.2195
H 7.643980 15.678290 -21.176120 -0.3952 -0.0480 0.2517
H 6.329630 16.219310 -19.117400 0.1651 -0.4567 0.4885
H 7.257270 17.616480 -18.719890 0.4051 0.1992 -0.5586
Cl 10.319390 15.008360 -23.034620 0.1285 0.0213 0.0677
C 11.460340 15.920740 -21.987390 0.8950 0.2358 -0.1223
C 12.964230 15.601630 -22.360450 -1.6435 0.9265 -0.6770
Cl 13.220340 13.902600 -22.099070 0.5388 -0.9213 0.3988
H 11.228300 15.670940 -20.952090 0.1707 -0.2608 -0.1047
H 11.152110 16.958010 -22.118450 0.5731 -0.0105 -0.1002
H 13.723320 16.220370 -21.881870 -0.4120 -0.1300 0.5917
H 13.127390 15.768580 -23.425160 -0.2910 0.0610 -0.0323
Cl 14.240150 24.031060 -20.824670 0.4515 -0.0985 0.2764
C 13.137800 25.320430 -21.307870 -0.5426 -0.1327 -0.8158
C 11.683550 24.979950 -20.980160 0.5043 0.7736 0.0725
Cl 11.243070 23.391850 -21.684960 -0.1883 0.4183 0.1620
H 13.177670 25.406700 -22.393720 0.2331 -0.1879 -0.0547
H 13.507100 26.276800 -20.937650 -0.3217 -0.1686 0.4705
H 11.102890 25.773130 -21.451120 -0.3018 -0.2895 -0.1315
H 11.444240 25.007400 -19.917100 0.1635 -0.3800 -0.0636
Cl 14.077200 23.408610 -27.390070 0.0912 0.3487 -0.1379
C 12.717120 23.106260 -26.310020 -0.7032 0.0362 1.7289
C 11.684080 24.280940 -26.171760 1.1771 -1.1675 -0.9877
Cl 12.640420 25.725930 -25.661120 -0.5976 -0.1009 -0.3772
H 13.065590 22.980090 -25.284960 0.5858 -0.2080 -0.1445
H 12.352010 22.125990 -26.616370 -0.6458 0.4999 -0.0577
H 10.918990 24.166030 -25.403950 0.2485 -0.5038 -0.1016
H 11.227860 24.311660 -27.161220 -0.1179 1.1343 0.1104
Cl 1.979330 17.673680 -24.179420 -2.0328 -0.1548 0.1344
C 3.683890 17.694230 -24.045260 1.1260 -0.5317 0.3649
C 4.238860 18.997590 -24.491610 0.0114 0.1974 -0.0586
Cl 3.574070 20.330060 -23.472970 0.2490 0.0183 -0.2365
H 4.004550 16.871810 -24.684700 0.5514 0.1899 0.1375
H 4.027930 17.543830 -23.021970 -0.3818 -0.3962 0.0287
H 3.933600 19.164440 -25.524600 0.4253 0.3780 0.0148
H 5.309900 18.962620 -24.292270 0.0182 0.3122 -0.4483
Cl 8.888660 20.870370 -19.890420 -0.1408 0.6988 0.3578
C 10.354590 21.026300 -18.859660 0.1307 -0.6979 -1.0827
C 11.450960 20.239330 -19.551890 0.3470 -0.5662 0.4033
Cl 10.981610 18.464550 -19.787780 0.6627 1.2514 0.4346
H 10.086800 20.648170 -17.873050 0.2073 -0.0628 -0.1677
H 10.738750 22.043830 -18.787840 -0.5463 0.1977 -0.1203
H 12.349610 20.383590 -18.952110 0.1002 -0.8894 0.3139
H 11.785360 20.599700 -20.524720 -0.7557 0.1071 -0.1333
Cl 4.952140 20.193090 -28.526860 0.6152 0.0481 0.2075
C 6.640840 20.312380 -27.880030 0.3756 0.0212 -0.1273
C 7.297790 18.949970 -27.697780 -1.0773 0.5697 0.5402
Cl 7.210600 17.976510 -29.177180 0.2169 -0.0900 0.3142
H 6.525710 20.732170 -26.880710 0.2188 0.1545 -0.2917
H 7.244360 20.956540 -28.519500 -0.4032 0.1400 -0.0247
H 6.694450 18.576460 -26.870390 0.0864 -1.1796 -0.3636
H 8.318760 19.002940 -27.319720 0.0210 0.2602 -0.3632
Cl 13.197740 18.911160 -23.068700 0.9067 0.5514 0.0587
C 14.737580 19.874910 -22.933230 0.3766 -0.7545 -0.0813
C 14.949240 20.436110 -21.580070 -0.9403 0.5511 1.0529
Cl 15.124750 19.179440 -20.232360 0.0709 1.1490 -1.1780
H 14.752520 20.725830 -23.614260 -0.4595 -0.2191 -0.2611
H 15.588460 19.234900 -23.166670 -0.3361 -0.2576 -0.3084
H 14.103100 21.079530 -21.338900 -0.2864 -0.3571 0.4046
H 15.739970 21.183770 -21.642170 0.7093 -0.6412 0.4311
Cl 5.879990 15.858490 -26.570840 1.0911 -0.0803 0.9534
C 7.262730 15.543120 -25.361510 -0.2855 -0.5627 -0.5767
C 6.971270 14.249640 -24.609660 -0.1826 0.4483 -0.0410
Cl 5.636770 14.538560 -23.463490 -0.1826 -0.1620 0.2284
H 7.397750 16.409440 -24.713930 -0.4162 -0.1196 -0.0235
H 8.186280 15.427590 -25.928800 -0.1919 -0.0060 -0.2880
H 7.815870 13.906760 -24.012010 0.0863 0.2050 -0.1429
H 6.656770 13.447070 -25.276800 0.0752 0.1693 -0.0099
Cl 7.984710 19.023970 -24.312140 0.4493 -0.2702 0.4223
C 9.348880 19.232480 -23.159850 0.5249 1.6125 -0.3216
C 10.051570 20.557230 -23.478300 0.6345 -0.5961 0.0862
Cl 10.973680 20.491410 -25.008480 -0.3613 0.0326 -0.4761
H 10.083260 18.429380 -23.221650 -0.4160 -0.1792 -0.2631
H 9.042850 19.375650 -22.123530 -0.6558 -0.4965 -0.1281
H 10.861410 20.664220 -22.756620 -0.2879 0.2217 0.3150
H 9.403330 21.432880 -23.511910 -0.0300 -0.2660 0.0858
Cl 7.841820 22.873160 -25.830120 -0.8919 -0.0937 0.1135
C 6.100730 22.841230 -25.259100 0.5954 0.8511 1.3437
C 6.063280 23.342820 -23.788030 0.1687 -0.9333 -0.3882
Cl 6.841560 22.085700 -22.718770 -0.3431 0.6225 -0.2298
H 5.701120 21.827740 -25.294400 0.2086 0.0866 -0.1434
H 5.511330 23.519180 -25.876430 0.2111 -0.1225 -0.1486
H 5.031370 23.447330 -23.452870 0.0433 -0.1495 -0.0542
H 6.592220 24.278910 -23.608980 0.0257 -0.1700 -0.2735
```
Positions in Å, forces in eV/Å.

***

(2)
ORCA calculation (wB97M-V/def2-TZVPD) on a structure of composition C22H44CsN9O2S2 at a distorted geometry.

## Properties
multiplicity	2
F_max	2.80	eV Å⁻¹
energy above the lowest of the compared OMol25 structures with the same formula, charge and spin	0.000	eV
net charge	-1
HOMO energy (alpha / beta)	-0.72 / -3.64	eV

Structure (XYZ):
```
80
Properties=species:S:1:pos:R:3:forces:R:3
Cs 0.754530 0.432156 1.153040 -1.3457 -2.3403 0.7512
N 0.687612 -0.926415 4.261294 0.1292 0.1479 0.1688
C 1.964312 -0.724879 4.948956 0.0408 -0.1548 0.1063
C 2.989199 -1.752273 4.496924 -0.0143 0.1117 -0.0965
N 3.367294 -1.500271 3.121043 -0.0770 0.0561 0.2657
C 4.282659 -2.460282 2.548923 0.0230 0.1156 -0.2425
C 4.421590 -2.129560 1.065915 -0.0334 -0.1273 0.0651
N 3.153148 -2.383655 0.380725 0.0768 0.1261 -0.0172
H 0.111886 -0.107428 4.446920 -0.0950 -0.1545 -0.0993
H 0.213617 -1.732148 4.651213 -0.0431 -0.0319 -0.0424
H 1.875556 -0.760370 6.044599 -0.0083 0.0058 -0.0243
H 2.331834 0.268595 4.682794 0.0271 -0.0036 0.0069
H 2.564391 -2.763191 4.636506 0.0540 -0.0189 0.0481
H 3.884165 -1.682410 5.123607 -0.0166 -0.0237 0.0243
H 2.531035 -1.513404 2.550151 -0.1130 -0.0250 -0.0378
H 3.922317 -3.498425 2.658316 0.0727 -0.0233 0.0149
H 5.255179 -2.385332 3.047863 -0.0253 -0.0076 0.0035
H 5.273922 -2.677399 0.644547 -0.0541 0.0000 -0.0701
H 4.630645 -1.061898 0.985997 0.0734 -0.0079 -0.0334
H 3.112409 -3.319666 0.002418 -0.0368 -0.0238 0.0007
H 3.005657 -1.726198 -0.378338 -0.0417 0.0790 0.0213
O 2.259280 0.758829 -0.699722 1.2972 0.2776 -0.7085
N 2.007046 0.798835 -2.012687 -0.2465 0.1666 -0.5627
C 2.917322 0.210201 -2.880095 0.5433 -0.2967 -0.0883
C 2.746590 0.244222 -4.241196 -0.3041 0.1937 0.1755
C 1.635303 0.893843 -4.781323 0.3149 -0.0960 -0.4687
C 0.699104 1.465279 -3.881634 -0.0721 -0.0105 0.5515
C 0.860591 1.391047 -2.507795 0.0927 -0.0304 -0.8385
S -0.356179 1.946214 -1.412396 -0.4190 0.8677 0.2435
H 3.765717 -0.250840 -2.394978 -0.0471 0.0217 0.0479
H 3.480122 -0.239276 -4.874194 0.0487 -0.0008 0.0267
H 1.478634 0.941180 -5.851696 -0.0001 -0.0062 0.0307
H -0.192581 1.959438 -4.241970 -0.0330 -0.0264 0.0170
C -6.062381 -0.916889 -1.714717 -0.0330 0.0164 0.1357
C -6.258933 -0.409013 -0.287372 0.1377 0.0648 -0.1217
C -5.192086 0.584192 0.184975 0.0487 -0.1559 -0.0314
C -3.774906 0.014266 0.349456 -0.2415 0.1782 -0.1065
N -3.020913 -0.043180 -0.889576 0.0721 -0.0803 0.0729
C -2.361894 -1.151735 -1.324005 0.0587 0.0079 -0.4308
S -2.681646 -2.690020 -0.712900 0.0057 -0.2341 0.1006
N -1.498592 -0.912867 -2.335515 -0.2566 -0.0105 0.4105
C -0.491777 -1.843327 -2.822412 0.0558 -0.0390 -0.2436
C -0.434359 -1.910811 -4.355834 -0.1481 -0.0872 0.0555
C -1.336250 -2.963862 -5.003636 -0.0715 0.1357 0.0966
C -2.826571 -2.759172 -4.742039 0.0790 -0.0602 -0.0400
H -6.900802 -1.550034 -2.014078 0.0030 0.0225 -0.0252
H -5.153948 -1.509709 -1.794141 0.0815 -0.0226 -0.0482
H -5.994530 -0.081252 -2.415162 0.0148 -0.0257 -0.0202
H -6.278475 -1.259992 0.400509 -0.0210 0.0064 0.0089
H -7.234861 0.082796 -0.218339 -0.0080 -0.0289 0.0592
H -5.499224 0.976327 1.159580 0.0031 0.0465 -0.0158
H -5.157100 1.431968 -0.506977 0.0082 0.0547 0.0411
H -3.819880 -0.993827 0.756330 0.0310 -0.0057 0.0548
H -3.230869 0.650714 1.056385 0.0451 -0.0514 0.0198
H -2.598019 0.835488 -1.179913 0.0838 -0.0485 -0.0615
H -1.233762 0.070743 -2.415105 0.0402 0.0205 -0.1188
H -0.702330 -2.820934 -2.393940 -0.0098 -0.0507 0.0235
H 0.486417 -1.512945 -2.458418 -0.0383 0.0327 0.0571
H 0.600341 -2.112465 -4.643708 -0.0003 0.0824 -0.0017
H -0.681911 -0.922707 -4.753156 0.1149 0.0046 0.0030
H -1.038970 -3.956034 -4.647544 -0.0065 -0.0175 -0.0210
H -1.161612 -2.946860 -6.084588 0.0553 -0.0550 0.0122
H -3.052150 -2.849674 -3.680221 -0.0468 0.0414 0.0719
H -3.418730 -3.507309 -5.275736 -0.0150 0.0187 0.0134
H -3.147163 -1.770465 -5.079221 0.0003 0.0044 0.0386
C 1.537397 5.899357 3.109821 0.1666 0.0648 0.0817
N 1.640190 4.502664 3.505377 -0.3119 -0.0348 -0.3831
C 0.839974 4.054360 4.637098 0.2653 0.0396 0.0434
C 0.444716 2.638382 4.211115 -0.1753 0.5459 0.4520
O -0.166626 1.861966 4.910976 -0.0254 -0.0449 0.0935
N 0.892501 2.426776 2.943996 0.2155 0.8611 0.0987
C 1.514359 3.515611 2.546273 0.2093 0.3498 0.4528
N 2.014201 3.712623 1.296132 -0.0101 -0.8493 0.5312
H 1.847293 6.526681 3.944664 0.0446 0.0060 -0.0334
H 0.513031 6.170828 2.831573 0.0087 -0.0603 -0.0157
H 2.190425 6.093832 2.263793 -0.0197 0.0501 0.0143
H -0.048704 4.674353 4.780707 -0.0190 -0.0099 -0.0644
H 1.417063 4.051308 5.562016 -0.0625 -0.0627 0.0344
H 1.911807 2.879767 0.711017 0.0315 0.2915 -0.4012
H 2.976376 4.025578 1.292710 -0.1277 0.3286 -0.1326
```
Positions in Å, forces in eV/Å.

***

(3)
ORCA calculation (wB97M-V/def2-TZVPD) on a structure of composition C22H44InN3O2P3 at a distorted geometry.

## Properties
multiplicity	1
F_max	1.63	eV Å⁻¹
energy above the lowest of the compared OMol25 structures with the same formula, charge and spin	0.000	eV
net charge	+3
HOMO energy	-13.82	eV

Structure (XYZ):
```
75
Properties=species:S:1:pos:R:3:forces:R:3
In 0.154278 0.741301 0.764324 -1.1773 0.6289 -0.0509
P -1.139203 3.136592 1.095969 -0.1868 0.9635 0.1093
P -1.982008 -0.783318 0.392998 -0.1935 -1.5051 0.5944
P -0.107027 1.277176 -2.005463 0.2587 -0.0829 -0.8365
H 2.737401 -0.381655 0.852197 0.0999 0.4413 -0.4645
C 2.496579 0.410441 0.119146 1.4353 0.2224 0.2194
C 2.944850 1.692886 0.360032 -0.3242 -1.4412 -0.3675
H 3.644354 1.869996 1.189253 -0.7784 0.1314 0.0310
C -1.225247 3.832349 2.779062 0.0829 -0.2774 0.1846
C -2.896015 3.217092 0.570681 0.0553 -0.4995 -0.0927
C -0.415744 4.558744 0.181107 0.2531 -0.3100 -0.0969
C -1.386586 -2.472608 0.012448 0.2271 0.2194 -0.0918
C -2.830750 -1.056526 1.986331 0.0908 0.3750 0.1418
C -3.358466 -0.519165 -0.780208 0.2068 0.5745 -0.1625
C 1.220851 2.254453 -2.801116 0.0258 0.0666 0.2770
C -1.585550 2.081011 -2.733019 -0.0839 -0.0212 0.3295
C -0.022806 -0.282438 -2.974005 0.0307 0.0984 0.2906
H 2.331292 0.034866 -0.907706 -0.5499 0.4949 0.5320
H 2.706806 2.522495 -0.307135 0.3701 -0.2279 -0.0822
H -0.215660 3.938880 3.199297 -0.4868 0.0344 -0.1566
H -1.812691 3.163998 3.418717 0.0956 0.1519 -0.0178
H -1.723802 4.811511 2.731365 0.1399 -0.2916 0.0024
H -3.484917 2.472664 1.123717 0.0699 0.2319 -0.1219
H -3.003576 3.027460 -0.506213 0.0291 0.0841 0.3337
H -3.281008 4.221339 0.802513 0.1530 -0.2878 -0.0655
H 0.651620 4.657129 0.427498 -0.2903 0.0790 -0.1029
H -0.941982 5.471220 0.503704 0.1747 -0.3061 -0.1673
H -0.521856 4.437935 -0.907260 0.0418 0.0795 0.3723
H -2.231710 -3.171437 0.082460 0.2051 0.1917 -0.0416
H -0.620702 -2.745503 0.747900 -0.1907 0.0026 -0.1268
H -0.948756 -2.532290 -0.991485 -0.1355 -0.0550 0.1454
H -3.627063 -1.801556 1.855315 0.2033 0.1941 0.0001
H -3.266360 -0.119712 2.351119 -0.0489 -0.1832 -0.0251
H -2.107365 -1.413604 2.727466 -0.1494 0.0146 -0.2080
H -4.127545 -1.279089 -0.577559 0.2828 0.1732 -0.0114
H -3.022982 -0.615583 -1.820643 -0.0983 -0.0439 0.2771
H -3.793205 0.479637 -0.639161 -0.0012 -0.2921 -0.0460
H 1.081235 2.205450 -3.890240 0.1112 0.0423 0.2855
H 2.206298 1.852187 -2.539329 -0.1410 0.1167 -0.1952
H 1.156762 3.302100 -2.478733 0.0962 -0.2124 -0.1174
H -1.481427 2.024753 -3.825794 -0.0668 0.0299 0.2671
H -1.636703 3.136385 -2.433601 -0.0613 -0.2901 -0.1347
H -2.502206 1.559354 -2.429471 0.2032 0.2358 -0.1574
H 0.071930 -0.004101 -4.033707 -0.0523 -0.1683 0.2593
H -0.928580 -0.890122 -2.838726 0.3130 0.1076 -0.0616
H 0.857777 -0.870171 -2.679690 -0.2597 0.0420 -0.1412
C 0.269879 -4.605281 -4.077536 0.8095 -0.2490 -0.0338
C 0.775108 -5.907946 -4.286089 -0.0843 0.9213 0.2484
C 2.113201 -6.044367 -4.654568 -0.0110 0.3116 -0.1766
C 2.913198 -4.911684 -4.858058 0.0235 0.0345 0.0675
C 2.363353 -3.629896 -4.754787 -0.1150 -0.3018 -0.1819
C 1.021919 -3.475795 -4.417050 0.0592 -0.4310 0.3315
O -0.911595 -4.354211 -3.428237 -0.6892 -0.7431 -0.0509
H -1.343929 -5.207812 -3.229092 0.1973 0.5621 -0.2237
H 0.135023 -6.776476 -4.126830 0.2002 0.1724 0.0670
H 2.539752 -7.040817 -4.781100 -0.1456 0.3145 0.0180
H 3.967749 -5.027610 -5.108185 -0.3181 -0.0046 0.0323
H 2.967780 -2.740896 -4.938877 -0.0682 -0.3091 -0.0888
H 0.547719 -2.497285 -4.362380 0.1303 -0.2222 0.0440
C 0.645543 -2.066389 5.113609 -0.1314 -0.7998 0.2981
N 0.989777 -0.710685 4.688429 -0.0300 0.2056 -0.0756
C 1.469900 0.159928 5.619798 -0.0062 0.2896 -0.6931
C 1.794607 1.432678 5.249854 0.0060 -0.0387 0.6981
C 1.612837 1.802411 3.905361 -0.1550 1.0829 -0.4675
N 1.105343 0.951748 3.014145 -0.2054 -0.4254 -0.2617
C 0.818910 -0.324341 3.381106 0.0368 -0.8804 -0.3690
O 0.416650 -1.131519 2.492531 0.1582 1.3313 0.2639
N 1.863814 3.079064 3.464568 0.4544 -0.8101 0.0019
H 1.524445 -2.564040 5.535127 -0.0778 0.1319 -0.1991
H 0.291257 -2.623963 4.251997 0.0559 0.0095 0.0923
H -0.130684 -2.052155 5.887891 0.1143 0.1853 -0.2612
H 1.583267 -0.260940 6.618308 -0.0035 0.3242 -0.1618
H 2.166806 2.152377 5.969772 0.0424 -0.1772 -0.0518
H 2.239326 3.723159 4.146156 0.1712 0.0271 -0.0971
H 2.216511 3.200218 2.509785 -0.3973 -0.0431 0.7220
```
Positions in Å, forces in eV/Å.